(1)
35
Properties=species:S:1:pos:R:3 method="wB97M-V/def2-TZVPD" lumo_energy_ev=-9.7 spin_multiplicity=1 charge=+1 orbital_gap_ev=2.111 e_above_lowest_ev=0.697 total_energy_ev=-37593.3883
In -0.220 -1.406 -0.518
F 1.831 -0.942 1.470
F -1.697 1.046 -1.107
O -4.303 -3.713 -0.793
O 1.202 -1.729 -3.062
O -3.108 -1.872 -0.477
O 2.694 -1.211 -1.628
O -2.336 -3.684 0.344
O 3.368 -1.876 -3.686
C 2.417 -1.565 -2.799
C 5.155 -1.336 2.842
C 2.888 -0.818 2.299
C 4.045 0.507 3.920
C -2.520 2.872 -2.392
C -4.780 3.641 -1.942
C -3.870 1.827 -0.700
C -2.669 1.929 -1.380
C -3.545 3.790 -2.588
C -3.235 -3.109 -0.301
C 4.001 -1.590 2.110
C 5.189 -0.279 3.741
C -4.945 2.658 -0.953
C 2.875 0.234 3.240
H -5.858 2.548 -0.389
H 3.984 -2.354 1.343
H -3.343 4.622 -3.247
H 6.086 -0.105 4.319
H -4.043 1.053 0.038
H 6.049 -1.927 2.704
H 4.023 1.073 4.843
H -5.622 4.221 -2.296
H -1.559 3.078 -2.843
H 4.129 -1.575 -3.140
H 1.937 0.648 3.585
H -4.219 -4.653 -0.555

(2)
44
Properties=species:S:1:pos:R:3 method="wB97M-V/def2-TZVPD" lumo_energy_ev=1.2 spin_multiplicity=1 charge=-1 orbital_gap_ev=5.404 total_energy_ev=-61355.2675
S 1.928 2.838 0.613
F 1.942 1.194 2.714
F 0.003 -0.832 1.864
F 0.501 2.851 2.871
F 2.654 3.227 3.130
O -1.620 -1.277 -2.472
O 2.407 -1.415 0.680
O -2.972 3.959 -0.883
O 1.438 -3.457 0.493
O -3.949 2.214 -1.771
O 3.148 2.175 0.219
O 1.731 4.257 0.454
O 0.475 -2.072 -2.039
O -2.223 -1.266 0.421
O -1.300 -3.296 -0.007
N -2.943 2.773 -1.289
N -0.327 -1.163 -1.961
N -2.355 -0.124 -2.248
C 3.673 -2.024 0.320
C -1.686 2.070 -1.171
C 0.098 -1.435 0.656
C 1.350 -2.257 0.589
C 0.698 0.624 -0.552
C -1.188 -2.137 0.325
C -1.464 0.756 -1.708
C 0.547 1.978 -0.179
C -4.477 -0.769 -0.127
C 4.687 -0.917 0.237
C 1.741 2.501 2.466
C -0.628 2.679 -0.464
C -0.229 0.143 -1.473
C -3.504 -1.879 0.095
H 4.458 -0.236 -0.589
H 5.673 -1.349 0.062
H -3.390 -2.498 -0.801
H -4.548 -0.129 0.758
H -4.159 -0.164 -0.985
H 3.928 -2.756 1.096
H 3.556 -2.529 -0.648
H -0.741 3.705 -0.119
H 4.715 -0.331 1.161
H -5.462 -1.188 -0.343
H -3.790 -2.518 0.939
H 1.604 0.074 -0.333

(3)
36
Properties=species:S:1:pos:R:3 method="wB97M-V/def2-TZVPD" smiles="COc1cc(=O)[nH]c2ccc(N(CC(F)(F)F)CC(F)(F)F)cc12" lumo_energy_ev=0.1 spin_multiplicity=1 orbital_gap_ev=8.467 total_energy_ev=-38093.4895
F -1.888 4.483 0.874
F 4.332 2.857 0.247
F 2.576 3.832 -0.612
F -1.823 2.708 2.315
F -0.233 4.196 2.404
F 2.929 1.673 -0.980
O -1.070 -1.400 -2.642
O -1.159 -5.486 -0.110
N 0.728 1.870 0.794
N -0.521 -3.623 0.964
C 2.111 2.274 1.161
C -0.432 -1.476 -0.284
C -1.096 3.588 1.535
C -0.965 -4.294 -0.147
C -0.113 -0.087 -0.309
C -0.917 -2.156 -1.501
C -0.297 -2.220 0.932
C 0.427 -0.168 2.062
C -1.605 -2.051 -3.803
C -1.178 -3.524 -1.411
C 0.043 -1.532 2.105
C -0.356 2.841 0.412
C 3.011 2.672 -0.060
C 0.347 0.535 0.837
H 2.593 1.467 1.717
H -1.707 -1.272 -4.573
H -0.204 0.445 -1.236
H -1.487 -4.107 -2.272
H 2.061 3.123 1.878
H -0.331 -4.127 1.848
H -1.175 2.346 -0.154
H 0.717 0.347 2.983
H 0.117 -2.036 3.043
H -2.568 -2.478 -3.625
H -0.962 -2.843 -4.174
H 0.096 3.624 -0.223

(4)
44
Properties=species:S:1:pos:R:3 method="wB97M-V/def2-TZVPD" lumo_energy_ev="-10.0 / -8.4" spin_multiplicity=1 charge=+2 orbital_gap_ev="6.359 / 7.824" e_above_lowest_ev=0.060 total_energy_ev=-74694.5656
Sn 0.815 -0.041 -0.767
S -1.348 -1.589 -2.894
S -1.140 1.049 -2.432
F 0.839 -1.571 -4.327
F -0.414 -3.322 -4.583
F -1.157 3.601 -2.760
F -2.063 2.499 -4.394
F -0.992 -1.433 -5.472
F -3.117 2.707 -2.510
O -2.384 -2.524 -2.715
O -0.291 -1.573 -1.821
O 0.337 1.091 -2.659
O -1.292 1.031 -0.960
O 2.965 -0.182 -2.251
N 3.311 -0.430 -3.392
N 4.211 -0.829 -6.632
N 2.571 2.729 -4.340
N -1.862 -0.101 -3.158
C 2.284 0.749 4.752
C 0.567 -1.045 4.290
C -0.701 -1.534 3.820
C 3.842 -0.336 -5.664
C -1.031 -2.977 3.991
C -0.410 -2.020 -4.456
C 3.382 0.282 -4.457
C -1.569 -0.628 3.275
C 2.962 1.653 -4.418
C 0.962 0.318 4.201
C -1.950 2.611 -3.099
C 0.062 1.187 3.652
C -2.217 1.743 2.757
C -1.229 0.744 3.214
H -1.384 -3.146 5.014
H -2.544 -0.943 2.924
H 2.637 1.662 4.276
H -1.820 -3.294 3.313
H 0.286 2.246 3.593
H -2.678 2.189 3.650
H -0.154 -3.608 3.852
H 1.249 -1.756 4.745
H -1.746 2.568 2.221
H -3.016 1.303 2.164
H 2.187 0.951 5.822
H 3.038 -0.028 4.636